Entry one
14
Properties=species:S:1:pos:R:3 method="wB97M-V/def2-TZVPD" multiplicity=1 charge=+1
C -2.90 -0.16 -0.16
C -1.66 0.44 -0.25
N -0.79 1.22 -0.30
N 0.26 1.96 -0.37
C 1.46 1.46 -0.39
N 1.85 0.31 0.06
N 2.04 -0.82 -0.30
N 2.20 -1.84 0.54
H -3.61 0.33 -0.77
H -2.99 -1.16 -0.07
H -3.17 0.22 0.86
H 2.31 2.18 -0.50
H 2.83 -2.48 0.12
H 2.19 -1.67 1.53

---

Entry two
14
Properties=species:S:1:pos:R:3 method="wB97M-V/def2-TZVPD" multiplicity=1 charge=+1
C 0.73 0.38 -1.82
C -0.95 0.42 -0.43
C -1.30 -0.38 -1.49
N 0.72 0.17 1.84
N 0.65 -0.21 2.90
N -0.26 -0.33 -2.33
N 0.76 -0.41 4.05
N 0.33 0.77 -0.64
H 1.64 0.45 -2.21
H -1.70 0.56 0.34
H -2.21 -0.70 -1.75
H 0.02 -1.00 -3.01
H 0.90 -1.28 4.57
H 0.68 1.54 -0.02

---

Stability ranking, top entry: entry two; the second entry is 59.1 kcal/mol less favorable.

---

Entry one
16
Properties=species:S:1:pos:R:3 method="wB97M-V/def2-TZVPD" smiles=CN(C)N(O)NO multiplicity=1
C -1.51 0.57 -0.53
N -0.17 0.44 0.01
C -0.03 1.06 1.31
N 0.49 -0.99 0.05
O -0.49 -2.01 -0.03
N 1.20 -1.01 -1.12
O 2.53 -0.79 -0.71
H -2.27 0.22 0.18
H -1.73 1.62 -0.75
H -1.59 -0.01 -1.44
H 0.98 0.91 1.67
H -0.73 0.63 2.04
H -0.23 2.13 1.23
H -0.22 -2.64 0.64
H 0.77 -0.16 -1.64
H 3.01 0.03 -0.90

---

Entry two
16
Properties=species:S:1:pos:R:3 method="wB97M-V/def2-TZVPD" smiles=CNC(O)(O)NN multiplicity=1
C -1.70 0.94 -0.59
N -1.14 0.10 0.46
C 0.36 -0.02 0.61
O 1.07 1.08 0.20
O 0.62 -0.24 1.99
N 0.49 -1.18 -0.19
N 1.69 -1.24 -0.93
H -2.61 0.47 -0.97
H -1.92 1.94 -0.21
H -1.02 1.02 -1.43
H -1.67 -0.06 1.31
H 1.30 1.09 -0.75
H 0.81 0.61 2.39
H -0.77 -1.22 -0.07
H 1.87 -2.18 -1.28
H 2.63 -1.12 -0.55

---

Stability ranking, top entry: entry two; the second entry is 48.7 kcal/mol less favorable.

---

Entry one
8
Properties=species:S:1:pos:R:3 method="wB97M-V/def2-TZVPD" smiles=CCBr multiplicity=1
C -0.25 -0.57 0.01
C 0.73 0.63 -0.01
Br 2.63 -0.04 0.02
H -0.21 -1.31 -0.81
H -0.13 -0.90 1.02
H -1.20 -0.07 -0.07
H 0.64 1.37 0.73
H 0.78 1.14 -0.86

---

Entry two
8
Properties=species:S:1:pos:R:3 method="wB97M-V/def2-TZVPD" multiplicity=1
C 1.62 -0.05 -0.01
C -2.30 -0.38 -0.01
Br -4.03 -0.18 -0.49
H 1.75 -0.15 1.07
H 0.58 0.08 -0.26
H 2.11 -0.67 -0.59
H -1.88 0.54 0.49
H 2.15 0.83 -0.21

---

Stability ranking, top entry: entry one; the second entry is 90.9 kcal/mol less favorable.

---

Entry one
20
Properties=species:S:1:pos:R:3 method="wB97M-V/def2-TZVPD" s2=0.79 multiplicity=2 charge=-1
O -0.94 -1.66 2.09
C 0.80 -2.15 -1.15
O 1.60 -3.20 -1.43
C 1.19 -1.11 -0.17
C -0.16 -0.27 -0.02
C -0.42 0.50 1.34
C -0.24 1.00 -1.14
C -0.37 2.34 -0.99
H -0.11 -2.05 -1.81
H 1.00 -2.32 0.14
H 2.16 -0.66 0.02
H -1.04 -1.05 -0.21
H -0.81 -0.15 2.12
H -1.27 -2.43 2.69
H -0.91 1.46 0.93
H 0.20 0.98 -2.69
H 0.62 3.27 -0.14
H -1.08 2.72 -0.31
H -0.72 4.21 -1.19
H 0.50 0.57 1.92

---

Entry two
20
Properties=species:S:1:pos:R:3 method="wB97M-V/def2-TZVPD" s2=0.75 multiplicity=2 charge=-1
O 0.45 1.72 -1.54
C 0.49 0.61 -2.18
C -0.40 -0.57 -2.02
C -1.04 -0.69 -0.66
C 0.04 -0.83 0.40
C -0.17 -1.64 1.46
C 0.94 -1.61 2.48
H 1.39 0.42 -2.82
H -1.16 -0.67 -2.79
H 0.17 -1.59 -2.25
H -1.74 0.12 -0.22
H -1.68 -1.56 -0.59
H 0.93 -0.24 0.31
H -0.93 -2.35 1.76
H 0.54 -1.07 3.34
H 1.90 -1.23 2.08
H 1.22 -2.62 2.73
H -0.14 1.70 1.18
H -0.46 3.01 0.60
O -0.34 2.60 1.48

---

Stability ranking, top entry: entry two; the second entry is 308.8 kcal/mol less favorable.

---

Entry one
24
Properties=species:S:1:pos:R:3 method="wB97M-V/def2-TZVPD" smiles=CCc1cnc[nH]1.O.O.O multiplicity=1
C 0.77 0.96 0.92
C -0.62 0.46 1.29
C -1.49 0.23 0.09
C -2.62 0.89 -0.30
N -3.16 0.32 -1.43
C -2.43 -0.74 -1.65
N -1.37 -0.81 -0.78
H 1.61 0.79 1.59
H 0.76 2.03 0.71
H 1.11 0.39 0.07
H -0.48 -0.52 1.74
H -1.20 1.13 1.92
H -3.08 1.78 0.09
H -2.41 -1.21 -2.62
H -0.62 -1.49 -0.70
O 1.79 -2.28 1.92
H 2.55 -2.85 1.83
H 1.77 -1.87 2.80
O 3.48 2.60 1.30
H 2.77 3.13 1.67
H 3.97 2.27 2.06
O 2.26 -1.34 -2.34
H 1.34 -1.36 -2.62
H 2.67 -0.79 -3.02

---

Entry two
24
Properties=species:S:1:pos:R:3 method="wB97M-V/def2-TZVPD" multiplicity=1
H -0.66 -2.20 -2.52
N -0.28 -2.73 -1.73
C 0.35 -2.13 -0.80
N 0.20 -0.85 -0.27
C 0.75 -0.31 0.99
C -0.14 0.69 1.68
C -0.43 1.96 0.75
C 0.90 2.60 0.59
O 1.23 2.88 -0.55
H 0.74 -2.94 0.08
H -0.14 -0.17 -0.97
H 1.66 0.27 0.72
H 1.09 -1.09 1.59
H -1.10 0.29 2.07
H 0.36 1.12 2.62
H -1.03 2.75 1.42
H -0.98 1.67 -0.13
H 1.46 3.00 1.47
O -1.56 -3.00 1.72
H -1.46 -2.17 1.07
H -0.98 -2.88 2.47
O -0.48 1.09 -2.38
H 0.04 1.96 -2.24
H -0.55 0.89 -3.34

---

Stability ranking, top entry: entry one; the second entry is 40.7 kcal/mol less favorable.